1.
{
  "formula": "C29H44CrN3O2S3Si4Te",
  "method": "the ωB97M-V functional and the def2-TZVPD basis",
  "symbols": ["Cr", "O", "S", "O", "N", "C", "C", "C", "C", "C", "C", "C", "C", "N", "C", "C", "C", "C", "C", "C", "C", "H", "H", "H", "H", "H", "H", "H", "H", "H", "H", "H", "C", "C", "S", "C", "C", "S", "H", "H", "H", "H", "H", "H", "N", "C", "C", "Si", "C", "C", "Si", "Te", "Si", "C", "C", "C", "Si", "C", "C", "C", "H", "H", "H", "H", "H", "H", "H", "H", "H", "H", "H", "H", "H", "H", "H", "H", "H", "H", "H", "H", "H", "H", "H", "H", "H", "H", "H"],
  "coordinates": [[0.194, -0.046, -0.004], [1.867, -0.602, 2.840], [0.486, -0.499, 3.195], [0.212, 0.028, 4.518], [-0.334, 0.259, 2.021], [-1.442, 1.078, 2.251], [-2.060, 1.390, 3.461], [-3.149, 2.283, 3.518], [-3.649, 2.896, 2.412], [-3.055, 2.631, 1.159], [-3.479, 3.251, -0.034], [-2.844, 2.961, -1.196], [-1.773, 2.048, -1.188], [-1.360, 1.452, -0.111], [-1.971, 1.723, 1.073], [-0.196, -2.138, 3.170], [0.639, -3.230, 3.028], [0.090, -4.506, 3.046], [-1.276, -4.678, 3.202], [-2.109, -3.571, 3.328], [-1.569, -2.296, 3.311], [-1.679, 0.962, 4.367], [-3.593, 2.492, 4.486], [-4.483, 3.587, 2.475], [-4.302, 3.957, -0.004], [-3.137, 3.427, -2.129], [-1.223, 1.801, -2.090], [1.696, -3.065, 2.868], [0.735, -5.367, 2.920], [-1.700, -5.676, 3.213], [-3.180, -3.701, 3.428], [-2.207, -1.424, 3.394], [-0.867, -1.514, -4.323], [-0.847, -1.273, -2.826], [0.385, -0.133, -2.267], [-1.681, -1.878, -1.971], [-2.695, -2.908, -2.406], [-1.651, -1.571, -0.242], [-0.137, -0.866, -4.806], [-1.849, -1.298, -4.756], [-0.610, -2.548, -4.573], [-2.684, -3.059, -3.488], [-3.706, -2.612, -2.107], [-2.483, -3.867, -1.923], [1.984, -2.659, 0.172], [1.390, -1.664, 0.158], [6.114, 1.567, -0.647], [5.592, 2.424, 0.942], [6.979, 3.642, 1.368], [5.606, 1.122, 2.296], [3.456, 3.329, 0.725], [1.854, 1.699, -0.037], [3.540, 5.062, -0.824], [1.855, 5.865, -1.067], [4.072, 4.454, -2.523], [4.704, 6.492, -0.390], [2.887, 4.270, 2.783], [4.128, 5.531, 3.463], [2.688, 2.957, 4.108], [1.240, 5.176, 2.689], [6.965, 0.898, -0.485], [6.375, 2.287, -1.431], [5.272, 0.970, -1.017], [7.932, 3.113, 1.469], [6.769, 4.161, 2.311], [7.090, 4.408, 0.590], [6.495, 0.485, 2.233], [4.719, 0.484, 2.198], [5.574, 1.579, 3.291], [1.092, 5.083, -1.163], [1.835, 6.483, -1.970], [1.581, 6.490, -0.210], [3.551, 3.515, -2.744], [5.149, 4.252, -2.563], [3.823, 5.181, -3.303], [4.385, 6.986, 0.535], [4.707, 7.236, -1.194], [5.732, 6.143, -0.237], [5.107, 5.065, 3.626], [3.781, 5.944, 4.416], [4.275, 6.360, 2.759], [3.653, 2.524, 4.394], [2.067, 2.135, 3.732], [2.209, 3.362, 5.005], [1.322, 6.113, 2.125], [0.854, 5.403, 3.688], [0.506, 4.544, 2.175]],
  "s2": 3.8148,
  "homo_energy_ev": [-0.92, -1.13],
  "spin_multiplicity": 4,
  "relative_energy_kj_mol": 4.6,
  "lumo_energy_ev": [4.225, 4.225],
  "total_charge": -2
}

=====

2.
{
  "formula": "C29H44N4O5",
  "method": "the ωB97M-V functional and the def2-TZVPD basis",
  "symbols": ["O", "C", "O", "C", "C", "C", "H", "H", "H", "H", "H", "H", "N", "C", "C", "C", "C", "H", "H", "H", "H", "H", "N", "C", "C", "C", "C", "H", "H", "H", "H", "H", "N", "C", "C", "C", "C", "H", "H", "H", "H", "H", "N", "C", "C", "C", "C", "H", "H", "H", "H", "H", "C", "C", "O", "C", "H", "H", "H", "H", "H", "H", "C", "C", "O", "C", "H", "H", "H", "H", "H", "H", "C", "C", "O", "C", "H", "H", "H", "H", "H", "H"],
  "coordinates": [[0.450, 20.911, 19.272], [0.628, 20.509, 18.114], [0.715, 21.305, 17.070], [1.125, 20.727, 15.840], [0.816, 19.281, 16.118], [0.899, 19.103, 17.673], [2.169, 20.880, 15.565], [0.545, 21.366, 15.175], [1.553, 18.641, 15.631], [-0.105, 19.022, 15.597], [1.879, 18.808, 18.048], [0.197, 18.345, 18.020], [-4.159, 17.118, 19.097], [-3.897, 15.790, 19.001], [-2.935, 15.489, 17.992], [-2.762, 16.769, 17.416], [-3.385, 17.803, 18.192], [-4.890, 17.544, 19.649], [-4.310, 15.167, 19.781], [-2.661, 14.487, 17.695], [-2.160, 17.045, 16.563], [-3.405, 18.879, 18.094], [5.586, 15.667, 14.469], [5.324, 16.950, 14.247], [4.456, 17.405, 15.160], [4.261, 16.408, 16.124], [4.936, 15.276, 15.605], [6.232, 15.066, 13.978], [5.847, 17.331, 13.382], [4.130, 18.430, 15.261], [3.653, 16.401, 17.016], [5.168, 14.298, 16.000], [-4.228, 15.346, 12.416], [-4.729, 15.437, 11.138], [-5.557, 14.261, 10.908], [-5.279, 13.434, 12.018], [-4.446, 14.128, 12.863], [-3.629, 16.067, 12.793], [-4.736, 16.393, 10.636], [-6.341, 14.101, 10.183], [-5.745, 12.470, 12.157], [-4.036, 13.852, 13.824], [-2.198, 18.429, 9.368], [-1.525, 17.534, 8.471], [-1.036, 16.363, 9.087], [-1.516, 16.502, 10.348], [-2.010, 17.809, 10.570], [-2.430, 19.405, 9.250], [-1.406, 17.767, 7.423], [-0.552, 15.525, 8.608], [-1.431, 15.739, 11.107], [-2.292, 18.180, 11.544], [0.063, 15.471, 16.031], [-0.097, 15.746, 14.535], [-1.024, 15.475, 13.810], [1.140, 16.223, 13.852], [0.757, 14.661, 16.255], [-0.823, 15.025, 16.483], [0.275, 16.461, 16.433], [1.179, 15.769, 12.862], [1.959, 16.169, 14.569], [0.910, 17.282, 13.742], [-0.180, 19.886, 12.224], [1.193, 20.345, 12.589], [2.056, 19.568, 12.982], [1.393, 21.856, 12.566], [-0.425, 19.867, 11.162], [-0.894, 20.509, 12.762], [-0.271, 18.856, 12.571], [2.228, 21.872, 11.865], [1.772, 22.286, 13.493], [0.540, 22.467, 12.271], [0.983, 16.010, 19.284], [1.456, 17.017, 20.283], [2.203, 17.960, 20.076], [0.818, 16.914, 21.690], [1.722, 16.008, 18.483], [-0.046, 16.119, 18.942], [1.079, 14.988, 19.651], [0.030, 17.637, 21.901], [1.623, 17.076, 22.407], [0.398, 15.952, 21.985]],
  "s2": 0.7506,
  "homo_energy_ev": [0.53, -5.33],
  "spin_multiplicity": 2,
  "lumo_energy_ev": [2.342, 2.250],
  "total_charge": -1
}

=====

3.
{
  "formula": "C29H45BBrCuO2Si2Te",
  "method": "the ωB97M-V functional and the def2-TZVPD basis",
  "symbols": ["Cu", "O", "B", "O", "C", "C", "C", "C", "C", "C", "H", "H", "H", "H", "C", "C", "C", "C", "Si", "Br", "C", "C", "C", "C", "C", "C", "C", "C", "H", "H", "H", "H", "H", "H", "H", "H", "H", "H", "H", "H", "H", "H", "H", "H", "H", "H", "H", "H", "H", "H", "H", "H", "H", "H", "H", "Te", "C", "C", "C", "C", "C", "C", "H", "H", "H", "H", "H", "C", "Si", "C", "C", "C", "C", "H", "H", "H", "H", "H", "H", "H", "H", "H"],
  "coordinates": [[1.595, -0.518, -0.539], [3.195, 2.173, -0.328], [3.008, 0.800, -0.021], [4.154, 0.392, 0.725], [4.962, 1.482, 0.858], [6.177, 1.593, 1.497], [6.791, 2.847, 1.476], [6.200, 3.931, 0.838], [4.969, 3.806, 0.190], [4.375, 2.565, 0.218], [6.628, 0.743, 1.991], [7.746, 2.977, 1.971], [6.702, 4.890, 0.842], [4.493, 4.640, -0.311], [-6.348, -2.743, 1.956], [-4.953, -2.596, 1.329], [-5.106, -2.604, -0.199], [-4.132, -3.851, 1.672], [-4.069, -0.987, 1.914], [-1.924, -1.278, 1.345], [-4.088, -0.769, 3.830], [-3.816, -2.110, 4.528], [-2.985, 0.192, 4.302], [-5.440, -0.238, 4.330], [-4.656, 0.583, 0.973], [-4.136, 0.604, -0.475], [-4.110, 1.855, 1.638], [-6.190, 0.681, 0.941], [-6.850, -3.612, 1.516], [-6.983, -1.873, 1.779], [-6.299, -2.909, 3.033], [-5.521, -3.572, -0.505], [-4.143, -2.487, -0.700], [-5.783, -1.831, -0.561], [-4.690, -4.734, 1.341], [-3.936, -3.963, 2.736], [-3.173, -3.847, 1.155], [-2.872, -2.551, 4.199], [-4.612, -2.836, 4.367], [-3.744, -1.937, 5.607], [-1.998, -0.129, 3.967], [-2.981, 0.204, 5.398], [-3.135, 1.214, 3.964], [-6.275, -0.883, 4.049], [-5.650, 0.766, 3.958], [-5.422, -0.182, 5.424], [-3.047, 0.617, -0.513], [-4.494, 1.521, -0.958], [-4.483, -0.238, -1.069], [-3.020, 1.837, 1.717], [-4.531, 2.023, 2.630], [-4.378, 2.718, 1.019], [-6.644, -0.124, 0.362], [-6.478, 1.625, 0.466], [-6.633, 0.669, 1.939], [-0.026, 1.869, 0.366], [0.659, 3.840, 0.071], [0.833, 4.353, -1.215], [1.287, 5.650, -1.406], [1.571, 6.460, -0.313], [1.402, 5.960, 0.971], [0.957, 4.658, 1.160], [0.617, 3.724, -2.069], [1.421, 6.029, -2.412], [1.926, 7.472, -0.462], [1.629, 6.581, 1.829], [0.847, 4.266, 2.164], [0.304, -5.208, -3.635], [-0.442, -4.742, -1.973], [-2.312, -4.851, -2.129], [0.125, -5.994, -0.689], [0.095, -3.087, -1.490], [0.516, -1.988, -1.146], [0.157, -6.268, -3.859], [1.375, -4.999, -3.638], [-0.149, -4.622, -4.438], [-2.622, -5.857, -2.427], [-2.678, -4.145, -2.878], [-2.798, -4.614, -1.181], [0.107, -7.016, -1.076], [-0.512, -5.951, 0.198], [1.143, -5.759, -0.373]],
  "s2": 0.7632,
  "homo_energy_ev": [-4.15, -4.66],
  "spin_multiplicity": 2,
  "relative_energy_kj_mol": 0.0,
  "lumo_energy_ev": [2.398, 1.556],
  "total_charge": -1
}

=====

4.
{
  "formula": "C29H45BO2P2Pr",
  "method": "the ωB97M-V functional and the def2-TZVPD basis",
  "symbols": ["Pr", "C", "C", "C", "C", "C", "C", "H", "H", "H", "C", "H", "H", "H", "C", "H", "H", "H", "C", "H", "H", "H", "C", "H", "H", "H", "C", "C", "C", "C", "C", "C", "C", "C", "H", "H", "H", "H", "H", "H", "H", "H", "H", "H", "H", "H", "P", "C", "C", "P", "C", "C", "C", "H", "H", "H", "H", "H", "H", "H", "H", "H", "H", "H", "H", "H", "H", "O", "B", "O", "C", "C", "C", "C", "C", "C", "H", "H", "H", "H"],
  "coordinates": [[-0.140, -0.654, 1.184], [-0.837, -2.755, 2.779], [0.467, -3.047, 2.271], [0.676, -1.405, 3.881], [-0.698, -1.739, 3.772], [1.401, -2.197, 2.944], [-2.115, -3.420, 2.394], [-2.080, -3.803, 1.365], [-2.962, -2.724, 2.470], [-2.342, -4.274, 3.053], [-1.784, -1.126, 4.578], [-2.750, -1.595, 4.371], [-1.875, -0.053, 4.367], [-1.595, -1.229, 5.656], [1.251, -0.457, 4.874], [1.049, -0.785, 5.904], [0.821, 0.545, 4.761], [2.337, -0.375, 4.758], [2.885, -2.231, 2.818], [3.336, -2.896, 3.573], [3.320, -1.233, 2.965], [3.200, -2.596, 1.832], [0.817, -4.100, 1.275], [1.102, -5.034, 1.782], [1.668, -3.807, 0.642], [-0.028, -4.336, 0.613], [-1.636, 0.826, -4.807], [-1.805, -0.499, -4.944], [-0.972, -1.388, -5.819], [0.507, -0.968, -5.972], [1.171, -0.491, -4.730], [1.391, 0.805, -4.431], [0.674, 1.962, -5.045], [-0.740, 1.692, -5.626], [-1.410, -1.454, -6.832], [0.583, -0.200, -6.754], [-1.016, -2.411, -5.419], [-0.654, 1.295, -6.646], [-2.341, 1.398, -4.207], [-2.726, -0.961, -4.556], [-1.236, 2.674, -5.700], [0.584, 2.754, -4.283], [2.206, 1.101, -3.761], [1.281, 2.405, -5.852], [1.057, -1.851, -6.339], [1.565, -1.295, -4.101], [-1.509, -0.192, -1.166], [-2.894, 0.855, -1.618], [-1.513, -1.793, -2.056], [1.643, 0.326, -0.760], [0.063, 0.620, -1.765], [2.757, -0.733, -1.728], [2.505, 1.917, -0.668], [-2.920, 1.694, -0.905], [-3.820, 0.273, -1.507], [-2.818, 1.250, -2.633], [-1.350, -1.687, -3.137], [-2.496, -2.254, -1.885], [-0.750, -2.483, -1.660], [2.382, 2.497, -1.593], [3.572, 1.709, -0.494], [2.112, 2.481, 0.192], [-0.099, 1.704, -1.862], [0.161, 0.198, -2.769], [3.742, -0.713, -1.235], [2.874, -0.412, -2.769], [2.393, -1.772, -1.715], [-1.219, 2.055, 2.927], [0.065, 1.739, 2.328], [1.014, 2.653, 2.875], [0.350, 3.435, 3.765], [0.877, 4.302, 4.694], [0.027, 4.792, 5.696], [-1.335, 4.477, 5.688], [-1.871, 3.644, 4.694], [-1.001, 3.089, 3.778], [1.937, 4.543, 4.655], [0.438, 5.431, 6.476], [-1.996, 4.889, 6.453], [-2.931, 3.399, 4.644]],
  "s2": 2.0055,
  "homo_energy_ev": [-10.20, -10.19],
  "spin_multiplicity": 3,
  "lumo_energy_ev": [-2.999, -2.894],
  "total_charge": 1
}